C14H19N3OS | wB97M-V/def2-TZVPD

Energy above the lowest of the compared OMol25 structures with the same formula, charge and spin ... 32.96 kcal/mol
Highest occupied orbital energy ... -8.018 eV
Total energy ... -1182.5732 Ha
Kohn-Sham gap ... 8.70 eV
SMILES ... CCCCOc1ccc(CSc2n[nH]c(C)n2)cc1
LUMO energy ... 0.7 eV

ORCA input file:
```
! RIJCOSX wB97M-V def2-TZVPD def2/J DEFGRID3
* xyz 0 1
C -0.974 4.848 -2.100
C -0.205 3.896 -3.006
C 1.090 3.417 -2.354
C 1.828 2.412 -3.242
O 1.081 1.239 -3.481
C 0.959 0.299 -2.502
C 1.622 0.303 -1.280
C 1.430 -0.735 -0.384
C 0.583 -1.792 -0.678
C -0.087 -1.787 -1.899
C 0.098 -0.761 -2.798
H -0.413 -0.753 -3.748
H -0.762 -2.595 -2.138
C 0.364 -2.897 0.299
H 1.122 -2.911 1.079
H 0.304 -3.865 -0.196
S -1.261 -2.728 1.153
C -0.849 -1.554 2.351
N 0.372 -1.113 2.584
N 0.194 -0.250 3.607
C -1.113 -0.210 3.947
N -1.789 -1.021 3.171
C -1.661 0.629 5.036
H -1.458 1.682 4.844
H -1.208 0.357 5.989
H -2.733 0.474 5.091
H 0.981 0.246 3.993
H 1.944 -0.719 0.565
H 2.297 1.101 -1.012
H 1.980 2.843 -4.236
H 2.811 2.168 -2.819
H 0.856 2.951 -1.394
H 1.752 4.266 -2.168
H -0.825 3.027 -3.236
H 0.030 4.396 -3.948
H -1.886 5.185 -2.587
H -1.246 4.355 -1.169
H -0.370 5.721 -1.861
*
```